# 1
Here is a 2-piece molecular cluster, C4H4N2O overall from the OMol25 dataset. Energies are from ωB97M-V/def2-TZVPD.

CARTESIAN COORDINATES (ANGSTROEM)
O1 -1.30 2.07 1.44
C1 -0.85 1.33 0.59
C2 0.07 0.17 1.07
C3 0.38 -0.44 -0.03
N1 0.25 -0.47 -1.26
C4 -0.58 0.60 -1.61
N2 -1.09 1.43 -0.78
H1 0.29 0.06 2.12
H2 -0.77 0.69 -2.68
H3 1.48 -2.87 0.67
H4 2.12 -2.57 0.46

Summary:
SMILES = O=C1C=C=NC=N1.[H][H]
energy relative to the best compared isomer or geometry (same formula, charge and spin) = 3.845 eV
orbital gap = 8.2594 eV
total charge = 0
strongest force on any atom = 0.0133 Eh/bohr
LUMO level = -1.4 eV


# 2
Here is the molecule C4H4N2O in a non-equilibrium geometry from the OMol25 dataset. Energies are from ωB97M-V/def2-TZVPD.

CARTESIAN COORDINATES (ANGSTROEM)
O1 2.54 0.58 -0.08
C1 1.84 -0.40 -0.09
N1 0.48 -0.07 0.34
C2 -0.60 -0.89 0.10
C3 -1.77 -0.21 -0.12
N2 -1.28 1.20 -0.09
C4 -0.04 1.26 0.13
H1 2.06 -1.46 -0.10
H2 -0.83 -1.96 -0.16
H3 -2.77 -0.36 0.00
H4 0.37 2.30 0.09

Summary:
SMILES = O=Cn1ccnc1
energy relative to the best compared isomer or geometry (same formula, charge and spin) = 2.282 eV
orbital gap = 9.7772 eV
total charge = 0
strongest force on any atom = 0.1522 Eh/bohr
LUMO level = 0.4 eV


# 3
Here is a 2-piece molecular cluster, C4H4N2O2 overall in a non-equilibrium geometry from the OMol25 dataset. Energies are from ωB97M-V/def2-TZVPD.

CARTESIAN COORDINATES (ANGSTROEM)
C1 -0.44 -0.41 0.12
C2 0.19 1.84 -0.18
C3 0.72 -1.15 0.51
C4 1.92 -0.63 -0.02
H1 -2.09 -0.45 -1.36
H2 -2.44 -1.39 0.69
H3 0.42 2.59 -1.04
H4 0.68 -1.98 1.34
N1 -1.88 -0.71 0.02
N2 2.91 -0.23 -0.36
O1 -0.36 0.66 -0.75
O2 0.37 1.87 1.02

Summary:
energy relative to the best compared isomer or geometry (same formula, charge and spin) = 5.071 eV
orbital gap = 8.4800 eV
total charge = 0
strongest force on any atom = 0.1172 Eh/bohr
LUMO level = -0.5 eV


# 4
Here is the molecule C4H4N2O2 in a non-equilibrium geometry from the OMol25 dataset. Energies are from ωB97M-V/def2-TZVPD.

CARTESIAN COORDINATES (ANGSTROEM)
N1 0.91 2.72 -0.37
C1 0.65 1.61 -0.06
C2 0.32 0.21 0.35
C3 1.63 -0.53 0.43
O1 1.80 -1.55 -0.16
N2 -0.58 -0.43 -0.54
C4 -1.93 -0.39 -0.33
O2 -2.44 0.28 0.55
H1 -0.21 0.32 1.29
H2 2.44 0.00 0.99
H3 -0.18 -1.12 -1.17
H4 -2.42 -1.13 -0.99

Summary:
SMILES = N#C[C@H](C=O)NC=O
energy relative to the best compared isomer or geometry (same formula, charge and spin) = 1.554 eV
orbital gap = 11.0092 eV
total charge = 0
strongest force on any atom = 0.0877 Eh/bohr
LUMO level = 0.1 eV


# 5
Here is C4H4N2O2 as an isolated structure in a non-equilibrium geometry from the OMol25 dataset. Energies are from ωB97M-V/def2-TZVPD.

CARTESIAN COORDINATES (ANGSTROEM)
C1 -1.53 -0.42 -0.06
C2 0.57 0.53 -0.05
C3 1.93 -0.15 -0.02
C4 -0.07 -0.59 -0.01
H1 -2.54 -2.08 0.08
H2 -0.32 2.30 0.86
H3 2.68 -0.21 0.83
H4 2.56 0.10 -1.09
N1 -2.72 -1.01 -0.03
N2 -0.13 1.77 -0.12
O1 -1.54 1.12 -0.22
O2 1.13 -1.36 -0.16

Summary:
energy relative to the best compared isomer or geometry (same formula, charge and spin) = 7.442 eV
orbital gap = 9.3893 eV
total charge = 0
strongest force on any atom = 0.1048 Eh/bohr
LUMO level = 0.3 eV


# 6
Here is the molecule C4H4N2O2 in a non-equilibrium geometry from the OMol25 dataset. Energies are from ωB97M-V/def2-TZVPD.

CARTESIAN COORDINATES (ANGSTROEM)
O1 3.16 -0.43 -0.31
C1 2.02 -0.20 -0.13
C2 1.37 1.23 0.01
N1 0.06 1.11 0.18
C3 -0.11 -0.43 0.07
C4 -1.56 -0.80 0.03
O2 -2.16 0.34 -0.49
N2 0.96 -1.12 0.09
H1 1.94 2.15 0.00
H2 -1.87 -1.29 1.06
H3 -1.89 -1.65 -0.59
H4 -1.92 1.09 0.09

Summary:
SMILES = O=C1C=NC(CO)=N1
energy relative to the best compared isomer or geometry (same formula, charge and spin) = 2.672 eV
orbital gap = 9.2626 eV
total charge = 0
strongest force on any atom = 0.0812 Eh/bohr
LUMO level = -1.4 eV


# 7
Here is the molecule C4H4N2O2 in a non-equilibrium geometry from the OMol25 dataset. Energies are from ωB97M-V/def2-TZVPD.

CARTESIAN COORDINATES (ANGSTROEM)
C1 0.14 -1.58 -0.52
C2 0.58 -0.36 0.01
C3 2.02 -0.08 0.08
N1 3.11 -0.02 0.37
C4 -0.32 0.71 -0.08
O1 -0.14 1.84 -0.29
N2 -1.77 0.39 -0.09
O2 -2.27 -0.64 0.57
H1 -0.95 -1.85 -0.56
H2 0.88 -2.33 -0.56
H3 -2.04 1.28 0.23
H4 -2.54 -1.38 -0.20

Summary:
SMILES = C=C(C#N)C(=O)NO
energy relative to the best compared isomer or geometry (same formula, charge and spin) = 4.830 eV
orbital gap = 8.9671 eV
total charge = 0
strongest force on any atom = 0.1034 Eh/bohr
LUMO level = -1.0 eV


# 8
Here is the molecule C4H4N2O2 in a non-equilibrium geometry from the OMol25 dataset. Energies are from ωB97M-V/def2-TZVPD.

CARTESIAN COORDINATES (ANGSTROEM)
N1 0.20 2.02 -1.31
C1 0.42 0.82 -0.61
C2 1.28 -0.24 -1.00
C3 0.88 -1.47 -0.45
N2 -0.16 -1.69 0.30
C4 -0.80 -0.50 0.95
O1 -1.69 -0.38 1.82
O2 -0.22 0.75 0.52
H1 1.00 2.45 -1.80
H2 -0.59 2.69 -0.86
H3 2.13 0.32 -1.74
H4 1.71 -2.33 -0.57

Summary:
SMILES = Nc1ccnc(=O)o1
energy relative to the best compared isomer or geometry (same formula, charge and spin) = 3.060 eV
orbital gap = 8.8247 eV
total charge = 0
strongest force on any atom = 0.0979 Eh/bohr
LUMO level = 0.0 eV


# 9
Here is the molecule C4H4N2O3 in a non-equilibrium geometry from the OMol25 dataset. Energies are from ωB97M-V/def2-TZVPD.

CARTESIAN COORDINATES (ANGSTROEM)
O1 3.72 -1.29 0.76
C1 2.93 -0.61 0.23
N1 2.21 0.30 -0.13
N2 0.73 0.38 -0.58
O2 0.21 -0.94 -0.62
C2 -1.21 -0.97 -0.16
C3 -1.45 0.56 0.02
C4 -0.10 1.32 -0.06
O3 0.18 2.43 0.32
H1 -1.21 -1.63 0.69
H2 -1.87 -1.41 -0.94
H3 -1.79 0.83 1.09
H4 -2.33 1.03 -0.62

Summary:
SMILES = O=C=NN1OCCC1=O
energy relative to the best compared isomer or geometry (same formula, charge and spin) = 4.641 eV
orbital gap = 9.7589 eV
total charge = 0
strongest force on any atom = 0.1012 Eh/bohr
LUMO level = 0.1 eV


# 10
Here is the molecule C4H4N2O3 in a non-equilibrium geometry from the OMol25 dataset. Energies are from ωB97M-V/def2-TZVPD.

CARTESIAN COORDINATES (ANGSTROEM)
C1 0.09 -1.26 0.01
C2 -0.95 -0.74 0.60
C3 -0.08 1.27 0.32
C4 1.03 -0.27 -0.57
N1 0.37 2.40 0.27
N2 2.31 0.08 0.18
O1 3.22 0.59 -0.49
O2 2.34 -0.22 1.36
O3 -1.15 0.54 0.70
H1 0.25 -2.24 -0.23
H2 -1.73 -1.37 0.92
H3 1.36 -0.07 -1.60
H4 0.12 3.23 0.76

Summary:
energy relative to the best compared isomer or geometry (same formula, charge and spin) = 6.683 eV
orbital gap = 9.8848 eV
total charge = 0
strongest force on any atom = 0.0857 Eh/bohr
LUMO level = 0.1 eV


# 11
Here is the molecule C4H4N2O3 in a non-equilibrium geometry from the OMol25 dataset. Energies are from ωB97M-V/def2-TZVPD.

CARTESIAN COORDINATES (ANGSTROEM)
H1 -1.25 -1.95 0.66
N1 -0.30 -1.74 0.82
C1 0.24 -0.65 0.34
C2 1.76 -0.58 0.25
O1 2.55 -1.38 0.73
N2 1.96 0.54 -0.55
O2 0.78 1.30 -0.91
C3 -0.31 0.54 -0.41
C4 -1.58 0.84 -0.66
O3 -2.54 0.05 -0.03
H2 2.80 1.17 -0.24
H3 -1.87 1.75 -1.13
H4 -2.24 0.10 1.12

Summary:
SMILES = [H]/N=C1/C(=O)NO/C1=C/O
energy relative to the best compared isomer or geometry (same formula, charge and spin) = 4.960 eV
orbital gap = 8.4948 eV
total charge = 0
strongest force on any atom = 0.1049 Eh/bohr
LUMO level = -0.8 eV


# 12
Here is the molecule C4H4N2S in a non-equilibrium geometry from the OMol25 dataset. Energies are from ωB97M-V/def2-TZVPD.

CARTESIAN COORDINATES (ANGSTROEM)
S1 1.27 1.93 0.51
C1 0.71 0.42 1.00
C2 -0.05 -0.16 0.13
C3 -0.32 -1.60 -0.23
N1 -1.18 -1.79 -1.18
N2 -1.40 -0.45 -1.85
C4 -0.69 0.40 -1.11
H1 1.61 2.52 1.87
H2 0.99 -0.15 1.83
H3 -0.18 -2.50 0.43
H4 -0.76 1.37 -1.41

Summary:
SMILES = SC=C1C=NN=C1
energy relative to the best compared isomer or geometry (same formula, charge and spin) = 3.505 eV
orbital gap = 8.7222 eV
total charge = 0
strongest force on any atom = 0.1250 Eh/bohr
LUMO level = -0.9 eV


- Look up the total charge of the eleventh one.
  0